{
  "formula": "C29H29BrN8O4S2SbSe4V",
  "method": "ωB97M-V with the def2-TZVPD basis set",
  "species": ["V", "Se", "Sb", "Se", "Se", "Se", "Br", "C", "C", "C", "C", "C", "C", "N", "N", "C", "C", "C", "C", "O", "C", "N", "C", "C", "C", "C", "H", "H", "H", "H", "H", "H", "H", "H", "H", "N", "C", "C", "C", "C", "C", "C", "S", "O", "O", "N", "C", "S", "C", "C", "N", "H", "H", "H", "H", "H", "H", "H", "H", "C", "N", "C", "C", "O", "N", "C", "C", "H", "H", "H", "H", "H", "H", "H", "H", "H", "H", "H", "H"],
  "coordinates": [[-0.09, 2.06, -1.47], [4.91, 1.47, -4.79], [3.67, 1.40, -2.77], [1.41, 1.58, -2.73], [-0.70, 1.74, -3.28], [5.73, 2.21, -1.73], [2.69, -3.87, 7.59], [1.12, -3.14, 6.78], [-0.07, -3.85, 6.86], [-1.21, -3.32, 6.29], [-1.18, -2.08, 5.61], [0.05, -1.38, 5.56], [1.19, -1.91, 6.14], [-2.38, -1.61, 5.16], [-2.54, -0.63, 4.33], [-1.76, -0.23, 3.29], [-1.96, 1.09, 2.87], [-1.25, 1.65, 1.82], [-0.33, 0.90, 1.09], [0.24, 1.38, 0.00], [-0.04, -0.44, 1.51], [0.98, -1.07, 0.90], [1.22, -2.32, 1.23], [0.40, -3.06, 2.08], [-0.63, -2.42, 2.73], [-0.82, -1.04, 2.55], [-0.10, -4.81, 7.36], [-2.14, -3.86, 6.33], [0.11, -0.42, 5.07], [2.13, -1.38, 6.09], [-2.67, 1.70, 3.42], [-1.42, 2.68, 1.55], [2.12, -2.75, 0.79], [0.57, -4.12, 2.24], [-1.29, -2.97, 3.39], [4.12, 4.97, -3.46], [2.87, 4.95, -2.93], [1.74, 5.11, -3.76], [0.48, 5.17, -3.23], [0.28, 5.02, -1.85], [1.39, 4.82, -1.02], [2.67, 4.79, -1.54], [-1.37, 4.76, -1.24], [-1.59, 5.57, -0.08], [-2.31, 4.86, -2.33], [-1.30, 3.22, -0.74], [-2.20, 2.35, -1.00], [-2.80, 1.99, -3.26], [-4.00, 1.03, -2.51], [-3.93, 0.87, -1.17], [-3.00, 1.55, -0.45], [4.23, 4.70, -4.43], [4.90, 4.71, -2.87], [1.88, 5.16, -4.83], [-0.39, 5.29, -3.87], [1.23, 4.71, 0.05], [3.53, 4.56, -0.93], [-4.72, 0.57, -3.18], [-4.63, 0.26, -0.61], [-2.54, -2.36, -1.61], [-1.29, -2.95, -2.05], [-1.42, -3.76, -3.25], [-0.18, -2.10, -1.92], [-0.38, -0.90, -1.75], [1.02, -2.71, -1.91], [2.23, -1.94, -1.97], [1.17, -4.15, -1.78], [-3.27, -3.15, -1.44], [-2.96, -1.66, -2.34], [-2.36, -1.84, -0.67], [-2.06, -3.27, -4.00], [-1.89, -4.72, -3.00], [-0.45, -3.94, -3.70], [2.37, -1.54, -2.99], [3.09, -2.55, -1.70], [2.20, -1.07, -1.31], [0.25, -4.59, -1.41], [1.98, -4.35, -1.07], [1.44, -4.61, -2.74]],
  "homo_ha": [-0.0283, -0.0642],
  "orbital_gap_ev": [4.4, 4.5],
  "s2": 2.456,
  "charge": -2,
  "multiplicity": 3,
  "e_tot_ha": -16021.57619
}